Below is a 7-piece molecular cluster, C54H62N8O15PS overall in a non-equilibrium geometry, with properties calculated with ωB97M-V with the def2-TZVPD basis set.

Geometry as XYZ:
```
141
Properties=species:S:1:pos:R:3:forces:R:3
C 1.6962 1.3983 6.6955 -0.127 -0.121 0.390
C 0.8933 0.2111 6.1821 -0.280 0.394 0.113
N 1.0289 -0.0794 4.7155 0.800 0.539 0.569
C 1.4333 0.9914 3.9506 -0.367 0.089 -0.215
N 2.6400 0.8899 3.3677 -0.123 0.113 -0.064
C 3.2264 1.8253 2.5872 -0.137 0.459 -0.428
C 4.5811 1.4439 2.0920 0.224 -0.478 0.083
C 4.6104 0.2599 1.0834 -0.205 -0.199 0.372
C 3.2887 -0.1996 0.4993 0.092 0.040 -0.605
O 2.6810 0.8391 -0.2605 0.042 0.131 0.337
C 2.5496 3.0109 2.3457 -0.396 0.373 0.212
P 3.4365 4.2481 1.2894 1.153 -0.699 -0.726
C 2.2415 5.0270 0.1438 -0.085 0.416 0.487
C 4.0653 5.5159 2.4564 -0.306 -0.185 0.139
C 1.2556 3.1504 2.9163 -0.241 -0.779 0.205
C 0.5439 4.4633 2.6845 -0.041 0.324 0.191
O 1.1517 5.4808 2.7714 0.168 0.381 0.231
O -0.7905 4.4731 2.4014 0.151 -0.799 -0.212
C -1.0387 4.6480 1.0021 -0.897 0.207 -0.003
S -2.8020 4.9696 0.6650 0.174 0.496 0.017
C -3.7724 4.1736 1.9603 -0.486 -1.084 0.032
C -4.5505 2.9116 1.4889 0.453 0.593 0.184
C 0.6664 2.1510 3.7021 0.292 0.255 0.027
C -0.6988 2.2377 4.3237 -0.403 -0.563 -0.184
C -1.6504 1.1362 3.7941 0.415 -0.016 0.063
H 1.7118 1.3271 7.7815 0.040 -0.008 0.117
H 2.7338 1.3843 6.3723 0.079 -0.006 -0.151
H 1.2383 2.3581 6.4804 0.055 0.155 -0.273
H 1.2351 -0.6644 6.7163 -0.056 -0.332 -0.219
H -0.1528 0.3434 6.4431 -0.176 -0.062 -0.097
H 1.7448 -0.7988 4.6607 -0.296 -0.352 0.006
H 3.1671 0.0431 3.5454 0.110 0.003 0.150
H 5.0970 2.2987 1.6845 -0.120 0.218 -0.126
H 5.1430 1.1380 2.9773 0.129 0.040 0.064
H 5.2741 0.4958 0.2588 0.065 0.192 -0.094
H 5.0457 -0.6085 1.5792 0.105 -0.102 -0.006
H 2.5984 -0.6028 1.2413 -0.053 0.076 0.197
H 3.5106 -1.0223 -0.1818 -0.006 -0.153 -0.009
H 1.7719 0.9440 0.0267 -0.141 -0.044 -0.156
H 1.8914 5.9930 0.5006 -0.097 0.036 0.071
H 1.3808 4.3884 -0.0285 0.049 -0.150 -0.173
H 2.7662 5.1904 -0.7898 0.025 -0.134 -0.196
H 3.4402 6.4005 2.5101 -0.008 0.096 0.044
H 4.1209 5.0613 3.4435 -0.081 0.038 0.149
H 5.0830 5.7592 2.1753 0.078 0.183 -0.183
H -0.7127 3.7835 0.4264 0.152 -0.210 0.178
H -0.5389 5.5487 0.6579 0.115 0.027 -0.123
H -4.4954 4.8982 2.3158 0.136 0.376 -0.045
H -3.1572 3.9023 2.8114 0.303 0.269 0.044
H -4.1677 2.0287 1.9856 0.030 -0.268 -0.037
H -5.6026 3.0037 1.7336 -0.160 -0.036 -0.042
H -4.4332 2.7963 0.4197 -0.172 -0.188 -0.173
H -0.6320 2.1309 5.3989 0.222 0.030 0.211
H -1.1600 3.1942 4.1494 0.086 0.334 -0.035
H -1.1044 0.3439 3.2938 0.099 -0.107 -0.089
H -2.3517 1.5414 3.0775 -0.234 0.087 -0.037
H -2.1684 0.6591 4.6190 -0.315 0.056 0.002
C 5.3279 -5.1567 8.6533 0.006 0.035 -0.032
C 5.8884 -3.8986 8.4491 -0.037 -0.122 0.015
C 5.2277 -2.9662 7.6733 0.115 0.130 0.021
C 4.0064 -3.3155 7.1175 0.043 -0.036 0.127
C 3.4346 -4.5600 7.2989 -0.086 -0.104 0.202
C 4.1101 -5.4869 8.0771 0.069 0.084 0.092
N 3.2924 -2.3398 6.3066 0.040 -0.047 -0.229
O 3.8019 -1.2448 6.1115 0.070 0.062 -0.070
O 2.2130 -2.6513 5.8371 -0.006 -0.039 -0.055
H 5.8472 -5.8824 9.2649 0.008 -0.003 0.003
H 6.8390 -3.6475 8.8977 0.009 0.010 0.000
H 5.6539 -1.9885 7.5067 -0.078 0.031 -0.048
H 2.4876 -4.8080 6.8499 -0.015 0.067 -0.075
H 3.6831 -6.4671 8.2320 -0.018 -0.013 -0.020
C -2.6152 1.0542 -2.3417 -0.068 0.050 -0.064
C -2.7892 0.0601 -3.2960 -0.062 0.226 -0.028
C -3.8338 0.1476 -4.2021 0.061 -0.172 -0.089
C -4.6889 1.2357 -4.1432 0.205 -0.135 0.195
C -4.5309 2.2299 -3.1975 -0.138 0.254 0.081
C -3.4873 2.1350 -2.2927 0.129 -0.129 -0.007
N -5.7789 1.3473 -5.1218 -0.085 0.010 0.050
O -5.8997 0.4524 -5.9382 0.064 -0.044 -0.010
O -6.4904 2.3273 -5.0685 -0.028 0.039 -0.017
H -1.7943 0.9841 -1.6410 0.010 -0.049 0.023
H -2.1154 -0.7790 -3.3395 0.021 -0.047 0.030
H -3.9666 -0.6239 -4.9463 -0.123 0.062 -0.052
H -5.2090 3.0700 -3.1664 -0.042 -0.029 -0.088
H -3.3500 2.9114 -1.5527 0.013 0.055 -0.013
C 0.5536 -5.6778 1.0755 -0.009 0.011 -0.014
C 1.1247 -4.4183 1.2055 -0.049 -0.078 -0.005
C 0.5987 -3.3426 0.5110 0.153 0.085 0.096
C -0.4962 -3.5492 -0.3071 0.021 -0.083 0.079
C -1.0754 -4.7955 -0.4558 -0.120 -0.140 -0.046
C -0.5423 -5.8656 0.2444 0.080 0.030 0.057
N -1.0647 -2.4106 -1.0442 0.070 -0.138 -0.070
O -0.5254 -1.3247 -0.9172 -0.047 0.059 0.041
O -2.0281 -2.6246 -1.7482 0.048 0.061 0.070
H 0.9657 -6.5145 1.6238 -0.001 -0.005 -0.005
H 1.9802 -4.2784 1.8508 0.041 0.022 0.036
H 1.0368 -2.3600 0.6021 -0.074 0.031 -0.073
H -1.9266 -4.9331 -1.1051 -0.008 0.095 -0.023
H -0.9836 -6.8467 0.1408 -0.015 -0.004 -0.012
C -4.0357 2.8441 -8.1357 -0.006 -0.011 0.005
C -3.1724 2.2020 -7.2564 -0.079 0.148 -0.181
C -1.8044 2.3840 -7.3682 -0.012 -0.138 0.202
C -1.3228 3.2142 -8.3620 -0.108 -0.003 0.004
C -2.1626 3.8577 -9.2516 -0.076 0.105 -0.133
C -3.5306 3.6670 -9.1338 -0.010 -0.061 0.076
N 0.1308 3.4266 -8.4677 0.020 -0.010 -0.005
O 0.8441 2.8335 -7.6826 0.023 -0.013 0.026
O 0.5287 4.1830 -9.3277 0.014 0.020 -0.031
H -5.1054 2.7030 -8.0423 -0.003 -0.004 -0.005
H -3.5692 1.5624 -6.4846 0.079 -0.077 -0.015
H -1.1263 1.8891 -6.6891 0.084 0.048 -0.042
H -1.7606 4.4979 -10.0222 0.100 -0.012 0.033
H -4.2030 4.1635 -9.8195 0.002 0.007 -0.015
C -7.4721 0.9632 -8.9476 0.032 0.012 -0.018
C -6.7993 0.7791 -10.1493 -0.078 0.034 0.070
C -7.4542 0.9840 -11.3533 0.193 -0.047 -0.050
C -8.7793 1.3755 -11.3296 0.053 -0.004 0.097
C -9.4695 1.5595 -10.1464 -0.132 0.040 0.143
C -8.8060 1.3498 -8.9480 0.089 -0.016 -0.043
N -9.4750 1.6140 -12.6062 -0.018 -0.016 -0.021
O -8.8508 1.4261 -13.6299 0.019 -0.002 -0.031
O -10.6291 1.9857 -12.5563 -0.035 0.007 0.001
H -6.9574 0.8071 -8.0091 -0.027 -0.026 0.013
H -5.7605 0.4772 -10.1485 0.010 -0.008 -0.012
H -6.9400 0.8427 -12.2920 -0.087 0.032 -0.059
H -10.5056 1.8624 -10.1569 -0.003 0.009 -0.110
H -9.3289 1.4913 -8.0123 -0.010 0.004 0.007
C 7.8471 -8.4003 3.2217 -0.017 0.013 0.007
C 7.7964 -7.0559 2.8765 -0.008 -0.093 0.029
C 6.7429 -6.2676 3.3074 0.095 0.121 -0.091
C 5.7552 -6.8462 4.0839 0.113 -0.054 -0.016
C 5.7839 -8.1839 4.4345 -0.049 -0.158 0.083
C 6.8411 -8.9634 3.9962 0.069 0.055 -0.054
N 4.6457 -6.0128 4.5603 -0.059 0.035 0.057
O 4.6244 -4.8401 4.2292 -0.009 0.053 -0.051
O 3.8063 -6.5304 5.2694 -0.032 -0.127 -0.190
H 8.6741 -9.0114 2.8865 0.002 -0.006 -0.009
H 8.5801 -6.6207 2.2725 0.002 0.013 -0.009
H 6.6955 -5.2221 3.0436 -0.079 0.017 0.059
H 4.9987 -8.6134 5.0381 -0.047 0.086 0.010
H 6.8813 -10.0104 4.2609 -0.012 -0.010 0.008
```
Forces are in eV/Å.

Calculated values
* F_max: 0.030 hartree/bohr
* 2S+1: 1
* HOMO-LUMO gap: 6.9 eV
* lowest unoccupied orbital energy: -3.65 eV
* total charge: +1
* energy above the lowest of the compared OMol25 structures with the same formula, charge and spin: 0.0 kcal/mol
* DFT total energy: -119738.68541 eV

Atomic partial charges in e from the Löwdin method, atoms 1 to 5: -0.070 -0.202 0.091 -0.223 0.212